Record 1
Here is 7 unconnected molecules or ions with the total composition C15H41NO8S from the OMol25 dataset. Energies are from wB97M-V/def2-TZVPD.

The geometry in ORCA input format:
```
! wB97M-V def2-TZVPD RIJCOSX def2/J DEFGRID3
* xyz 0 1
S 2.79366 2.72121 3.47925
O 3.63825 1.69570 2.98171
O -4.40464 -0.99449 -3.28196
O 3.26660 3.64116 4.47626
O 2.27843 3.57075 2.21677
O 1.20773 -3.17905 0.93020
O -1.45067 -3.34279 1.51981
O -1.22480 0.51297 -2.84686
O 1.59383 0.05906 -2.87583
N -0.44963 1.94536 1.31364
C -2.79884 2.18463 -2.03919
C -3.37186 -1.67671 -2.55995
C -1.87996 -3.85064 0.24205
C -2.41890 -2.43535 -3.46546
C 1.89070 -2.83932 2.12301
C -0.56858 0.91425 0.82217
C 2.25802 0.35594 -1.63617
C -1.35609 1.86722 -2.46719
C 1.14313 5.37188 1.10837
C 1.62446 -1.37098 2.48404
C -0.71698 -0.37324 0.17340
C -1.83967 -5.36903 0.16173
C 3.71153 0.71235 -1.93553
C 1.25079 2.00232 4.04196
C 1.75100 4.87239 2.42559
H -3.12319 1.38908 -1.36724
H -0.42333 -1.18521 0.83126
H -0.83016 -5.69783 -0.07856
H -0.26127 0.37556 -2.94979
H 0.25026 -3.27634 1.09308
H 4.20724 -0.21823 -2.22998
H 2.38266 -1.12276 3.23220
H 1.49493 -3.45609 2.93637
H 1.90739 5.70418 0.40971
H 1.37237 1.66020 5.06913
H 1.85222 -0.82093 -3.16647
H -2.19063 -2.84359 1.87118
H 0.66502 -1.23500 2.99203
H -2.22409 -5.84478 1.06278
H -3.95852 -0.20511 -3.61469
H 3.86335 1.36923 -2.79390
H 0.46912 2.76083 4.07065
H -2.81610 -0.95344 -1.95519
H 1.72776 1.18060 -1.15705
H -1.12562 -3.55049 -0.49518
H -0.64328 2.14239 -1.67745
H -1.76293 -0.51712 -0.11394
H -2.81764 3.10771 -1.46095
H 4.25446 1.20192 -1.12535
H 0.91232 1.19789 3.39980
H 0.46099 6.18739 1.33906
H -1.77024 -1.73007 -3.98814
H 2.17647 -0.53054 -1.00000
H 2.95705 -3.00219 1.99219
H -3.40523 2.29077 -2.93443
H -3.87223 -2.36806 -1.87924
H 0.98093 4.89300 3.19847
H 1.63888 -0.72412 1.61131
H -1.78939 -3.12031 -2.89549
H 0.60292 4.52598 0.68022
H -2.86202 -3.43344 0.02121
H -2.46596 -5.67298 -0.68146
H 2.56703 5.54954 2.68512
H -0.22277 -0.49765 -0.78625
H -1.11175 2.48534 -3.34645
H -2.99452 -3.01094 -4.19041
*
```

Summary:
- E_LUMO: 0.3 eV
- Maximum force: 1.607 eV/A
- HOMO-LUMO gap: 10.35 eV
- HOMO: -10.057 eV
- SMILES string: CCOS(C)(=O)=O.CC#N.CCO.CCO.CCO.CCO.CCO

=====

Record 2
Here is C4H6N2 in the gas phase from the OMol25 dataset. Energies are from wB97M-V/def2-TZVPD.

The geometry in ORCA input format:
```
! wB97M-V def2-TZVPD RIJCOSX def2/J DEFGRID3
* xyz 0 1
N 1.01680 0.30652 0.82554
N 0.48455 -1.70474 0.12080
C 1.22050 -0.97398 0.99733
C 0.00538 0.42932 -0.10362
C -0.61547 1.73845 -0.40205
C -0.33843 -0.82486 -0.54420
H -0.65560 2.04843 -1.45257
H -0.98168 -1.06075 -1.36791
H 0.28579 -2.68410 0.03532
H 1.54306 -1.42134 1.92756
H -0.25189 2.48987 0.29131
H -1.71300 1.65719 -0.32752
*
```

Summary:
- E_LUMO: 1.0 eV
- Maximum force: 1.623 eV/A
- HOMO-LUMO gap: 9.41 eV
- HOMO: -8.457 eV
- SMILES string: Cc1c[nH]cn1
- Relative energy (zero: lowest compared OMol25 entry of this formula, charge and spin): 56.1 kJ/mol

=====

Record 3
Here is a molecular structure, C27H21AlF5NO4P from the OMol25 dataset. Energies are from wB97M-V/def2-TZVPD.

The geometry in ORCA input format:
```
! wB97M-V def2-TZVPD RIJCOSX def2/J DEFGRID3
* xyz 3 1
P 3.26509 0.23028 2.64526
Al 2.71542 0.14576 5.33674
F 5.49571 3.36894 -1.44349
F -0.74686 3.29882 1.36076
F 4.86307 2.32760 0.54278
F -2.12362 2.89960 -0.41354
F 4.65695 4.60916 0.29709
O 0.82525 2.17154 3.41712
O 1.21404 -2.25071 4.23894
O -6.94099 1.04940 -0.78555
O -4.58648 1.21045 -0.85512
N 1.70960 0.06354 3.51772
C -1.57520 -0.21195 -0.37018
C -2.07916 -2.93079 -0.83104
C 2.91819 3.31581 -2.56336
C 1.49094 3.12763 -3.17870
C -2.39087 0.15458 -1.68260
C -5.90881 1.39706 -1.42170
C -3.74553 -5.09533 -1.11931
C -0.87156 0.89579 0.53253
C 0.09979 -1.16246 2.16273
C 4.52387 3.37902 -0.38926
C -3.98592 -0.01400 -1.33855
C 4.63860 0.84637 3.86156
C -1.63653 -3.21957 -2.32821
C -2.19044 -4.35060 -3.22162
C 1.03650 -1.27738 3.44978
C -0.90649 2.45580 0.23158
C 1.77688 2.95188 -0.16126
C -1.43362 -1.75402 0.02592
C 0.19297 2.85294 -2.32300
C -0.60098 -2.23545 1.28945
C 0.77770 1.04109 2.88874
C 0.33291 2.75761 -0.77007
C 3.82398 -1.40083 1.84121
C -0.07948 0.36207 1.74832
C -3.17941 -3.92642 -0.24029
C -3.26122 -5.32873 -2.61117
C 3.05033 3.21020 -0.99830
H -3.65521 -6.18713 -3.26322
H 1.34094 3.16506 -4.32455
H 3.57600 -2.23969 2.60000
H -2.18884 -0.63784 -2.50953
H 4.96556 -1.30830 1.69826
H -0.82301 2.69069 -2.82644
H -3.55013 -3.83086 0.84838
H -0.51683 -3.34317 1.54339
H -4.56352 -0.45414 -2.24214
H -0.83276 -2.52022 -2.77934
H 5.64503 0.33120 3.64270
H 3.27997 -1.56464 0.83451
H -4.07889 -0.81597 -0.50654
H 1.89242 2.89186 0.97408
H 4.72538 2.00085 3.85488
H -4.52383 -5.79497 -0.66766
H 4.31232 0.51024 4.92527
H -2.13645 1.16399 -2.14801
H 3.81018 3.52482 -3.26292
H -6.07669 1.89858 -2.44877
H -1.76629 -4.44507 -4.28428
*
```

Summary:
- E_LUMO: -14.3 eV
- Maximum force: 6.231 eV/A
- HOMO-LUMO gap: 2.16 eV
- HOMO: -16.448 eV

=====

Record 4
Here is a molecular structure, C10H4AgClF9O3 from the OMol25 dataset. Energies are from wB97M-V/def2-TZVPD.

The geometry in ORCA input format:
```
! wB97M-V def2-TZVPD RIJCOSX def2/J DEFGRID3
* xyz 2 2
Ag 1.56897 3.48229 4.39283
Cl -1.77776 2.10301 -2.28030
F 2.80850 -1.19793 0.63099
F 2.39933 2.15614 2.89304
F 0.85255 -0.25670 2.73580
F -0.00732 2.44797 2.96995
F 2.17631 1.50869 0.14797
F 1.30819 3.64845 1.56516
F 1.19012 -2.43393 1.48531
F -0.03999 1.87054 0.20326
F -0.77494 -0.26856 1.20101
O -3.55886 -1.67837 -1.62252
O -1.90744 -2.96101 -2.51419
O -4.15643 0.26966 -0.54929
C 1.03309 1.34395 0.92475
C 1.38999 -1.32882 0.59186
C -2.12888 0.38590 -1.91693
C 0.87181 -1.81544 -0.82514
C -3.50095 -0.27424 -1.43622
C 0.63896 -0.14002 1.32646
C -1.19188 -0.74611 -1.86121
C 0.40971 -0.73014 -1.90539
C 1.17979 2.37390 2.17658
C -2.18463 -1.94941 -1.87081
H 0.82234 0.29960 -1.65244
H 0.78614 -1.08477 -2.93270
H 1.72327 -2.41193 -1.26837
H 0.07002 -2.61274 -0.60946
*
```

Summary:
- E_LUMO (spin up / spin down): -9.0 / -12.0 eV
- Maximum force: 4.896 eV/A
- HOMO-LUMO gap (spin up / spin down): 9.29 / 6.20 eV
- HOMO (spin up / spin down): -18.321 / -18.153 eV

=====

Record 5
Here is C20H25NO4 in the gas phase from the OMol25 dataset. Energies are from wB97M-V/def2-TZVPD.

The geometry in ORCA input format:
```
! wB97M-V def2-TZVPD RIJCOSX def2/J DEFGRID3
* xyz 0 1
O 1.09201 3.47785 1.17970
O -3.58959 -1.03518 -0.83622
O -1.69729 -2.58897 0.77115
O -3.36622 1.66272 -0.77065
N 2.18458 1.57850 0.63536
C -0.62395 0.76242 1.51266
C 1.56291 -2.49063 0.00457
C 3.24142 0.18048 -2.09301
C -4.93417 -0.73437 -0.51894
C 2.49932 1.49443 -1.81263
C 3.74590 -2.08529 0.90466
C -3.24340 3.06433 -0.81571
C 2.53866 -2.76095 0.95011
C -1.50970 1.54705 0.78190
C -2.69055 -3.38948 0.16918
C -1.73686 -1.22889 0.70610
C 3.97549 -1.14260 -0.08298
C 2.90525 2.13982 -0.48416
C 0.46118 1.43987 2.30547
C 3.00137 -0.85744 -1.03330
C 1.79199 -1.54213 -0.97587
C -2.62791 -0.44627 -0.03221
C -0.73548 -0.60896 1.46105
C 1.27377 2.28776 1.33172
C -2.49117 0.95800 0.00506
H 2.35976 -3.50097 1.71617
H 4.31129 0.38791 -2.16591
H 2.90631 -0.20521 -3.05887
H 0.62116 -3.01543 0.03633
H 2.71537 2.19188 -2.62390
H 0.02324 2.10610 3.05032
H 1.09367 0.70438 2.80159
H 4.51347 -2.29534 1.63543
H 1.02533 -1.33253 -1.70791
H 2.23036 0.57761 0.75141
H -3.43226 3.51611 0.16318
H 4.92413 -0.62532 -0.11866
H 2.66355 3.20552 -0.49055
H -4.00229 3.40064 -1.52097
H -2.73643 -3.23644 -0.91033
H -1.39672 2.61772 0.81835
H 1.42192 1.31698 -1.79872
H -0.06453 -1.24672 2.01396
H -2.39316 -4.41648 0.38437
H -5.15875 -0.98567 0.52444
H -5.16605 0.31776 -0.69257
H -3.67626 -3.20431 0.60346
H 3.98202 2.02436 -0.32211
H -2.25550 3.37065 -1.17169
H -5.53720 -1.35530 -1.17987
*
```

Summary:
- E_LUMO: 0.8 eV
- Maximum force: 0.688 eV/A
- HOMO-LUMO gap: 9.11 eV
- HOMO: -8.324 eV
- SMILES string: COc1cc(CC(=O)NCCCc2ccccc2)cc(OC)c1OC
- Relative energy (zero: lowest compared OMol25 entry of this formula, charge and spin): 244.6 kJ/mol

=====

Record 6
Here is 5 unconnected molecules or ions with the total composition C16H18F4O15 from the OMol25 dataset. Energies are from wB97M-V/def2-TZVPD.

The geometry in ORCA input format:
```
! wB97M-V def2-TZVPD RIJCOSX def2/J DEFGRID3
* xyz 0 1
F -3.30853 -2.54803 1.13375
F 4.11413 -1.29396 -4.84661
F -2.54290 -0.91014 4.71396
F 0.13033 -0.72401 -1.66338
O -4.74212 -4.29120 3.30421
O -2.20144 0.93088 5.89302
O 1.69182 5.19938 -2.77174
O 0.52003 -0.43059 1.22986
O -1.89500 1.83124 7.90365
O -5.48168 -5.97914 2.01550
O 3.47586 -3.69910 -2.50907
O -0.48255 0.24375 7.09956
O -5.20670 -3.91039 1.18833
O -1.59247 -0.46797 1.85559
O -0.98561 0.58453 -0.06792
O 3.87808 -1.51248 -2.63980
O 3.37154 -2.46451 -0.64547
O 2.28977 3.96128 -0.99781
O 1.42583 3.00689 -2.82392
C -4.56848 -2.74180 1.66052
C -0.76069 -0.12217 1.08113
C 1.86264 4.01603 -2.10485
C 3.78992 -3.44432 -3.86974
C -0.60862 -0.68201 6.05022
C 1.25762 0.19697 0.16550
C -1.57858 1.04225 7.07341
C 0.91430 3.41928 -4.10867
C 0.14507 0.38576 -0.86861
C -4.49023 -2.89142 3.17052
C 3.58188 -2.55477 -1.80456
C -1.55138 0.00538 5.04852
C -5.22260 -4.83324 2.19418
C 0.91606 4.96361 -3.94618
C 4.44756 -2.08150 -3.78541
C 1.53376 5.68913 -5.12029
H -1.01545 0.43069 4.20154
H -0.06757 2.95787 -4.13803
H 1.23034 6.72063 -4.93552
H 4.40150 -4.18127 -4.38285
H -5.08474 -1.82334 1.35987
H 1.08004 5.43325 -6.08149
H 5.53313 -2.18368 -3.70327
H -0.10413 5.34741 -3.86620
H -3.49009 -2.77541 3.57220
H 2.57905 5.40591 -5.23610
H 0.35128 1.23923 -1.50657
H -5.27152 -2.30031 3.64846
H 2.85018 -3.33574 -4.42104
H 1.73338 1.09281 0.56145
H 2.02595 -0.45451 -0.24445
H -0.90465 -1.72776 6.19509
H 1.63290 3.13580 -4.87490
H 0.39375 -0.87519 5.64442
*
```

Summary:
- E_LUMO: 0.2 eV
- Maximum force: 2.779 eV/A
- HOMO-LUMO gap: 11.30 eV
- HOMO: -11.070 eV
- SMILES string: O=C1OC[C@@H](F)O1.O=C1OC[C@@H](F)O1.O=C1OC[C@@H](F)O1.O=C1OC[C@@H](F)O1.C[C@H]1COC(=O)O1

=====

Record 7
Here is C3H2ClIO in the gas phase from the OMol25 dataset. Energies are from wB97M-V/def2-TZVPD.

The geometry in ORCA input format:
```
! wB97M-V def2-TZVPD RIJCOSX def2/J DEFGRID3
* xyz 0 1
I -0.18917 -0.13410 -2.62474
Cl 1.50476 0.93943 2.69627
O -0.67646 -0.34717 2.21855
C -0.49491 -0.25777 -0.55716
C 0.51963 0.21473 0.28578
C 0.25425 0.22033 1.72922
H 1.37229 0.69695 -0.00092
H -1.32413 -0.62945 -0.02802
*
```

Summary:
- E_LUMO: -0.7 eV
- Maximum force: 5.017 eV/A
- HOMO-LUMO gap: 9.07 eV
- HOMO: -9.751 eV
- SMILES string: O=C(Cl)/C=C/I
- Relative energy (zero: lowest compared OMol25 entry of this formula, charge and spin): 12.4 kJ/mol

=====

Record 8
Here is a molecular structure, C5H8O2 from the OMol25 dataset. Energies are from wB97M-V/def2-TZVPD.

The geometry in ORCA input format:
```
! wB97M-V def2-TZVPD RIJCOSX def2/J DEFGRID3
* xyz 0 1
O -2.45148 0.07962 0.75878
O 1.54606 0.85185 -1.32150
C -0.79523 -0.11568 -1.01069
C 0.62212 0.11611 -0.54824
C 0.35600 0.36859 0.90861
C 1.81796 -0.52512 -1.08530
C -1.38505 -0.58129 0.29649
H -1.22940 0.84058 -1.32913
H -0.04930 1.36292 1.10078
H -2.59444 0.90870 0.27132
H 1.73614 -1.17534 -1.95306
H -0.93044 -0.84102 -1.80193
H 2.66779 -0.71587 -0.43199
H 1.15753 0.16644 1.62482
H -0.51009 -0.68459 1.11439
*
```

Summary:
- E_LUMO: 0.8 eV
- Maximum force: 1.146 eV/A
- HOMO-LUMO gap: 8.82 eV
- HOMO: -8.003 eV
- Relative energy (zero: lowest compared OMol25 entry of this formula, charge and spin): 514.5 kJ/mol

=====

Question: Look up the maximum force of the seventh one.
Answer: 5.017 eV/A

=====

Question: What is the maximum force in the third record?
Answer: 6.231 eV/A

=====

Question: Which value of maximum force does entry 1 give?
Answer: 1.607 eV/A

=====

What did the fifth record say?
Here is C20H25NO4 in the gas phase from the OMol25 dataset. Energies are from wB97M-V/def2-TZVPD.

The geometry in ORCA input format:
```
! wB97M-V def2-TZVPD RIJCOSX def2/J DEFGRID3
* xyz 0 1
O 1.09201 3.47785 1.17970
O -3.58959 -1.03518 -0.83622
O -1.69729 -2.58897 0.77115
O -3.36622 1.66272 -0.77065
N 2.18458 1.57850 0.63536
C -0.62395 0.76242 1.51266
C 1.56291 -2.49063 0.00457
C 3.24142 0.18048 -2.09301
C -4.93417 -0.73437 -0.51894
C 2.49932 1.49443 -1.81263
C 3.74590 -2.08529 0.90466
C -3.24340 3.06433 -0.81571
C 2.53866 -2.76095 0.95011
C -1.50970 1.54705 0.78190
C -2.69055 -3.38948 0.16918
C -1.73686 -1.22889 0.70610
C 3.97549 -1.14260 -0.08298
C 2.90525 2.13982 -0.48416
C 0.46118 1.43987 2.30547
C 3.00137 -0.85744 -1.03330
C 1.79199 -1.54213 -0.97587
C -2.62791 -0.44627 -0.03221
C -0.73548 -0.60896 1.46105
C 1.27377 2.28776 1.33172
C -2.49117 0.95800 0.00506
H 2.35976 -3.50097 1.71617
H 4.31129 0.38791 -2.16591
H 2.90631 -0.20521 -3.05887
H 0.62116 -3.01543 0.03633
H 2.71537 2.19188 -2.62390
H 0.02324 2.10610 3.05032
H 1.09367 0.70438 2.80159
H 4.51347 -2.29534 1.63543
H 1.02533 -1.33253 -1.70791
H 2.23036 0.57761 0.75141
H -3.43226 3.51611 0.16318
H 4.92413 -0.62532 -0.11866
H 2.66355 3.20552 -0.49055
H -4.00229 3.40064 -1.52097
H -2.73643 -3.23644 -0.91033
H -1.39672 2.61772 0.81835
H 1.42192 1.31698 -1.79872
H -0.06453 -1.24672 2.01396
H -2.39316 -4.41648 0.38437
H -5.15875 -0.98567 0.52444
H -5.16605 0.31776 -0.69257
H -3.67626 -3.20431 0.60346
H 3.98202 2.02436 -0.32211
H -2.25550 3.37065 -1.17169
H -5.53720 -1.35530 -1.17987
*
```

Summary:
- E_LUMO: 0.8 eV
- Maximum force: 0.688 eV/A
- HOMO-LUMO gap: 9.11 eV
- HOMO: -8.324 eV
- SMILES string: COc1cc(CC(=O)NCCCc2ccccc2)cc(OC)c1OC
- Relative energy (zero: lowest compared OMol25 entry of this formula, charge and spin): 244.6 kJ/mol